22
Properties=species:S:1:pos:R:3:forces:R:3 method="wB97M-V/def2-TZVPD" e_above_lowest_kcal_mol=80.80 charge=0
C -2.4650 0.1675 -0.5618 -0.6 4.9 -0.1
C -1.0351 0.7144 -0.9663 -0.2 0.9 -1.4
C -0.0647 0.0604 -0.0077 1.5 0.3 0.7
N -0.5255 -0.0883 1.3309 -1.4 -3.3 2.3
C -0.0983 0.7329 2.4339 -0.5 1.2 -1.3
C -0.8421 -1.4972 1.7584 -2.5 -0.5 3.0
H -2.5070 0.3691 0.5743 -0.3 -0.8 -1.9
H -2.5858 -0.8644 -0.8295 -0.4 -0.3 -0.1
H -3.2655 0.9655 -1.0440 1.7 -2.6 1.0
H -0.6736 0.4531 -2.0093 -0.8 -0.3 1.0
H -0.9193 1.8545 -1.0971 -0.6 -1.4 1.1
H -0.0836 -0.9958 -0.2588 1.2 0.0 -1.1
H 0.9489 0.5907 0.0472 -1.0 -1.1 -0.7
H -0.8310 0.5882 3.2613 0.5 0.6 -0.6
H 0.9120 0.5053 2.8559 -0.4 0.3 -0.5
H -0.1905 1.7458 1.8892 0.6 -0.8 1.9
H -1.6196 -2.1735 1.2790 0.9 1.5 -0.9
H -1.4788 -1.4790 2.7976 1.7 0.5 -2.0
H -0.0609 -2.2412 2.0129 0.5 0.9 -0.4
O 4.3159 -0.1047 -3.4717 1.1 -1.7 0.4
H 4.8726 0.5974 -3.2041 2.0 0.6 0.9
H 3.6648 0.4712 -3.7566 -3.1 1.1 -1.4

22
Properties=species:S:1:pos:R:3:forces:R:3 method="wB97M-V/def2-TZVPD" e_above_lowest_kcal_mol=17.76 charge=0
C 0.7035 -2.4614 0.4700 0.1 -1.1 -0.3
C 1.3754 -1.3230 1.2016 0.3 0.4 0.2
C 0.5226 -0.0474 1.2202 0.0 -0.5 0.1
C 0.6735 0.7321 -0.0668 -0.7 1.0 0.1
N -0.4932 1.6017 -0.3068 0.1 -0.6 0.2
C -0.2402 2.7006 -1.1954 0.7 0.1 -0.8
H -0.2876 -2.7464 0.8309 -0.1 0.6 0.0
H 1.2506 -3.4009 0.5750 0.4 0.1 0.1
H 0.6647 -2.3079 -0.6105 -0.3 0.2 0.1
H 1.6685 -1.6166 2.2115 -0.3 -0.1 0.1
H 2.3311 -1.0878 0.7161 -0.1 -0.1 0.0
H -0.5193 -0.3346 1.3370 -0.3 -0.1 -0.2
H 0.7193 0.5486 2.1041 0.4 0.4 0.1
H 1.5848 1.3459 -0.0834 0.2 -0.2 0.1
H 0.7103 0.0453 -0.8995 0.3 -0.3 -0.4
H -0.8704 1.9367 0.5697 0.1 0.0 0.0
H -1.1489 3.2385 -1.3792 -0.4 0.6 0.2
H 0.5827 3.3679 -0.8933 -0.2 0.1 0.3
H 0.0745 2.3753 -2.1932 -0.1 -0.5 0.1
O -2.2025 -1.1170 -1.0910 -0.1 -0.2 0.0
H -1.3680 -0.6468 -1.1819 0.0 0.2 0.0
H -2.7664 -0.4865 -0.6329 0.0 0.0 0.0

22
Properties=species:S:1:pos:R:3:forces:R:3 method="wB97M-V/def2-TZVPD" e_above_lowest_kcal_mol=61.18 charge=0
C 0.0940 2.0100 2.0690 -0.1 -2.4 1.1
C 0.6901 0.8112 1.3096 -1.5 -1.1 0.5
N 0.3816 0.8004 -0.0667 0.2 -0.7 -2.8
C -1.0620 0.5490 -0.4008 0.3 -0.1 0.4
C 1.4640 0.1156 -0.9235 -1.2 0.0 1.5
C 1.6536 -1.4105 -0.6977 -4.2 -0.9 -1.0
H -0.9853 1.6155 2.0791 1.3 1.2 1.4
H 0.0156 2.9113 1.5069 0.7 0.8 -0.4
H 0.7504 2.0751 3.0407 -2.1 0.2 -1.5
H 1.7382 0.6318 1.3730 0.9 0.4 0.5
H 0.1744 -0.0964 1.7408 0.7 0.4 0.4
H -1.2600 0.3411 -1.4782 0.6 0.6 0.5
H -1.5087 -0.3669 0.1044 0.6 0.9 0.0
H -1.6598 1.4624 -0.1006 0.6 -1.1 -0.4
H 1.1728 0.5247 -1.8754 0.6 -0.7 -0.9
H 2.4307 0.4660 -0.6014 0.2 1.2 -0.1
H 1.5003 -1.5532 0.3882 0.7 -0.2 -0.5
H 0.6569 -1.9214 -1.1394 2.2 0.7 0.8
H 2.5142 -1.9579 -1.1334 -0.4 0.8 0.4
O -2.8054 -2.7087 -1.5203 -2.3 0.8 -1.4
H -3.6267 -2.4056 -2.0323 1.3 -1.2 1.1
H -2.3289 -1.8935 -1.6421 1.0 0.4 0.3

23
Properties=species:S:1:pos:R:3:forces:R:3 method="wB97M-V/def2-TZVPD" e_above_lowest_kcal_mol=64.10 charge=0
C 0.2908 2.6491 -0.5927 0.0 0.8 -0.3
C 0.1142 1.3779 -0.2700 -2.5 -1.0 1.1
C -1.0637 0.4657 -0.6341 -2.1 0.6 -0.1
C -0.4278 -0.5279 -1.6046 -1.4 1.3 -3.9
N 0.9538 0.7078 0.6038 0.3 -0.3 1.2
C 0.2505 -0.2258 1.5230 1.4 -0.2 0.3
H 1.0413 3.1341 0.0572 -0.2 0.3 -1.1
H -0.2656 3.1663 -1.4137 0.5 -0.4 1.2
H -1.5783 -0.1797 0.1889 1.4 1.5 -1.2
H -1.9550 1.1344 -0.9069 1.4 -1.0 -0.6
H 0.4276 0.0609 -2.0862 -0.8 -1.5 0.5
H -0.1600 -1.3768 -1.0362 0.8 -1.0 0.2
H -1.0982 -0.8844 -2.5321 1.2 0.7 2.2
H 1.4636 1.4024 1.1386 0.4 -0.3 0.0
H 0.9912 -0.5722 2.3013 -1.0 1.1 -0.2
H 0.0575 -1.1847 1.0367 -0.3 0.4 -0.3
H -0.7039 0.2706 1.7995 0.8 -0.8 0.9
O 3.0547 -0.9896 -0.2332 0.1 0.2 -1.6
H 2.2972 -0.3890 -0.2871 -0.5 0.3 1.1
H 3.2594 -0.9332 -1.1882 0.6 -0.6 0.6
O -2.2171 -2.3865 0.9510 -0.8 0.3 2.4
H -2.9247 -1.8882 1.4494 0.8 -0.6 -1.2
H -1.8072 -2.8312 1.7355 -0.1 0.2 -1.2

23
Properties=species:S:1:pos:R:3:forces:R:3 method="wB97M-V/def2-TZVPD" e_above_lowest_kcal_mol=71.85 charge=0
N -0.7540 2.5022 0.0428 2.4 -2.9 1.6
C -0.8721 1.3230 -0.8302 0.4 3.5 -3.2
C -1.6409 0.1838 -0.3097 -5.1 -0.6 -0.5
C -1.1786 -0.5968 0.8893 1.2 -0.2 1.5
C 0.0129 -1.5758 0.5497 -2.8 -1.4 -2.5
C 0.8191 -1.0418 -0.6211 -0.5 0.9 -3.1
O 1.8987 -1.8969 -1.0055 -0.4 -0.1 0.7
H -0.4135 2.0370 0.9493 -1.3 2.4 -1.2
H -1.4130 3.2511 -0.0053 -0.5 -0.3 0.6
H -1.2954 1.7602 -1.8104 0.0 -1.0 1.3
H 0.1403 1.1227 -1.2039 -0.4 -0.3 0.5
H -2.6762 0.6476 0.0538 1.9 -0.6 -0.7
H -2.0810 -0.5046 -1.1594 1.4 1.0 1.5
H -0.8118 0.0747 1.7194 -0.2 -0.2 -0.9
H -2.1034 -1.0010 1.3780 1.1 -0.5 -0.6
H 0.7617 -1.6907 1.2647 0.8 -0.1 2.0
H -0.3776 -2.6374 0.2897 0.5 1.7 0.4
H 0.2664 -0.7600 -1.6604 1.0 -1.2 2.6
H 1.2870 -0.1161 -0.2791 -0.9 -0.4 -0.7
H 2.3340 -2.0568 -0.1571 0.3 -0.3 -0.2
O 2.7036 0.0915 0.9668 1.1 1.1 -0.9
H 2.0799 0.8378 0.7715 1.2 -0.8 0.4
H 3.3136 0.0463 0.1670 -1.2 0.2 1.5

23
Properties=species:S:1:pos:R:3:forces:R:3 method="wB97M-V/def2-TZVPD" e_above_lowest_kcal_mol=28.66 charge=0
C -2.1546 0.7426 1.2230 -0.6 0.7 -0.7
C -0.7305 0.2181 1.1111 -0.9 -0.7 1.0
C -0.1293 0.3494 -0.2749 0.5 -0.3 -0.1
C 0.3259 1.7939 -0.5189 0.7 -0.1 1.7
N 0.9374 -0.6752 -0.4170 -0.5 0.8 0.0
C 1.9880 -0.4807 -1.3653 0.3 -0.3 -0.2
O 3.2588 -0.0985 -0.8382 0.2 -0.6 -0.6
H -2.7892 0.2976 0.4479 -0.1 -0.4 0.4
H -2.5810 0.6082 2.2149 0.0 -0.3 0.0
H -2.2973 1.8115 1.0106 0.6 0.0 0.1
H -0.1661 0.6454 1.9419 0.6 0.4 -0.4
H -0.7707 -0.8373 1.4261 -0.1 0.0 -0.4
H -0.8974 0.0433 -0.9929 -0.1 0.3 0.0
H 1.2238 1.8827 -1.1167 -0.4 0.1 -0.8
H -0.4767 2.4809 -0.7587 0.0 0.0 -0.5
H 0.7231 2.1440 0.4524 -0.3 0.0 -0.1
H 1.2261 -1.0321 0.4697 0.4 -0.3 0.4
H 1.6954 0.3069 -2.0600 -0.3 -0.4 -0.3
H 2.1831 -1.4237 -1.8902 0.0 0.3 -0.1
H 3.1459 0.3325 -0.0078 -0.2 0.6 0.9
O -1.0454 -3.3357 0.1560 -1.1 -0.5 -0.1
H -0.7024 -2.4732 -0.0494 0.6 0.7 -0.3
H -1.9672 -3.3005 -0.1636 0.6 -0.1 0.3

23
Properties=species:S:1:pos:R:3:forces:R:3 method="wB97M-V/def2-TZVPD" e_above_lowest_kcal_mol=58.35 charge=0
C 1.9179 0.3589 -1.9733 1.2 -1.2 1.8
C 0.9510 0.7316 -0.7897 1.8 1.0 0.8
C -0.1738 -0.2058 -0.5890 -0.7 -0.2 -1.0
C -1.4041 0.1820 -1.3230 -1.1 1.0 0.2
C -0.1942 -1.2685 0.1798 -0.2 -0.6 -0.5
N -1.2696 -2.2355 0.0959 0.6 -0.5 3.0
H 2.4520 1.1862 -2.3702 0.2 1.1 -0.3
H 2.7785 -0.2976 -1.5862 -1.4 0.6 -0.4
H 1.4910 -0.1677 -2.8000 -0.7 -0.3 -0.4
H 1.6745 0.7934 0.1720 -1.9 0.2 -2.0
H 0.4229 1.7197 -1.0151 1.3 -0.8 0.5
H -1.7368 1.0996 -0.7801 -0.2 -0.4 -0.6
H -2.2510 -0.5260 -1.3134 0.5 0.5 0.0
H -1.2471 0.4562 -2.3588 0.2 0.1 -0.3
H 0.7543 -1.3098 0.7506 -1.0 -1.4 0.2
H -2.0758 -1.9445 -0.4796 1.0 -0.2 1.0
H -1.5840 -2.5547 1.0837 0.6 0.9 -2.5
O -1.5055 0.0825 2.1147 3.6 -3.0 -3.6
H -2.0462 0.5451 2.6150 -4.2 3.4 3.9
H -0.8092 0.7051 1.8586 0.1 -0.4 0.1
O 1.0290 1.1227 2.5656 2.3 -2.0 0.4
H 1.1816 1.2089 3.5203 -0.4 0.4 -0.2
H 1.6448 0.3181 2.4222 -1.6 1.8 -0.2

23
Properties=species:S:1:pos:R:3:forces:R:3 method="wB97M-V/def2-TZVPD" e_above_lowest_kcal_mol=64.28 charge=0
C 0.4137 2.4401 0.7233 -0.2 2.6 -1.0
C 1.1144 1.3113 0.0343 -0.9 -2.9 0.6
C 0.3660 0.6423 -1.1687 0.2 0.9 1.9
C -0.7235 -0.1358 -1.1171 -0.7 -0.6 -0.9
C -0.9564 -1.1150 -2.3317 -2.0 -1.4 3.9
N -1.6210 -0.2063 -0.0525 -0.7 -0.8 1.8
H 0.6244 3.2938 0.0225 -0.8 -0.1 0.9
H 0.7377 2.7579 1.7224 0.7 -0.2 -0.2
H -0.6753 2.3597 0.8945 0.5 -0.3 -0.7
H 2.0810 1.4627 -0.3822 0.8 1.3 -0.2
H 1.3963 0.6044 0.8622 -0.6 -0.3 -1.1
H 0.6500 0.9992 -2.1386 0.6 -0.4 -0.4
H -0.6123 -0.7788 -3.2690 0.1 0.7 -1.0
H -2.1108 -1.4791 -2.3130 2.8 0.7 -0.4
H -0.2533 -1.9539 -1.9892 -1.4 0.6 -0.8
H -2.2862 -1.0257 0.1108 1.8 1.6 -0.7
H -1.4473 0.3592 0.8375 0.0 -1.3 -1.9
O -0.0741 0.3972 2.7087 0.8 2.9 1.1
H 0.6343 1.1466 2.8171 -1.9 -2.6 -0.4
H 0.3467 -0.4037 2.4359 0.8 -0.6 -0.3
O 1.1861 -2.7236 0.2879 0.8 0.6 -0.9
H 0.5769 -3.4078 0.6162 0.6 0.1 -1.3
H 1.5043 -2.7377 -0.6734 -1.3 -0.7 2.3

23
Properties=species:S:1:pos:R:3:forces:R:3 method="wB97M-V/def2-TZVPD" e_above_lowest_kcal_mol=57.07 charge=0
C 0.0364 2.3627 0.3729 1.4 0.3 -0.6
C 0.5015 0.9156 0.2446 0.5 0.5 -0.9
C -0.1883 0.1026 -0.5646 -1.1 -0.8 0.6
C -1.6127 0.3765 -1.0275 -0.8 -0.2 -0.2
N 0.2495 -1.2431 -0.7834 0.3 -0.9 -0.4
C -0.5781 -2.4117 -0.5024 0.1 -1.5 -0.2
H 0.7563 3.1219 0.7496 -0.4 -1.1 1.1
H 0.0352 2.8302 -0.6207 -1.0 -0.5 -0.2
H -0.9320 2.3358 0.8588 -0.1 0.8 0.0
H 1.4525 0.5572 0.6708 -0.6 0.3 -0.1
H -1.9509 1.3931 -1.2578 0.6 0.0 0.5
H -2.3393 -0.0487 -0.2992 0.5 0.4 -0.1
H -1.8528 -0.1723 -1.9367 0.3 -0.2 -0.2
H 0.6091 -1.4799 -1.7009 0.3 1.2 -0.1
H -1.6157 -2.2084 -0.2068 0.6 0.0 1.0
H -0.7772 -3.0378 -1.3818 0.1 0.6 -0.6
H 0.0657 -3.1721 0.0352 -1.3 1.0 0.6
O 3.0068 -0.8633 -0.8214 0.3 -0.4 0.1
H 2.4069 -0.1141 -0.8065 0.1 0.1 -0.2
H 2.4442 -1.5593 -0.4470 0.2 0.3 -0.1
O 0.0286 0.6599 3.5212 0.0 -0.1 -0.1
H -0.0222 1.5385 3.1391 0.0 0.2 0.1
H 0.2761 0.1166 2.7641 0.0 -0.1 0.1

24
Properties=species:S:1:pos:R:3:forces:R:3 method="wB97M-V/def2-TZVPD" e_above_lowest_kcal_mol=81.97 charge=0
C -0.4679 -0.3190 2.6169 1.3 4.1 0.4
C -0.2491 0.6436 1.3860 3.1 -3.0 -1.2
C -0.9796 0.1315 0.0468 -0.8 0.3 1.4
C -0.0170 0.0250 -1.0809 2.4 1.6 -0.3
N 0.7781 1.3977 -1.1601 1.7 -4.2 0.0
C -0.5300 -0.1946 -2.4528 -0.5 -0.4 -3.3
O -0.0433 0.3506 -3.4504 -0.8 -0.8 1.8
H -0.3663 -1.3508 2.3897 -0.7 -0.8 -0.3
H 0.3976 -0.0655 3.3376 -1.6 -0.4 -0.8
H -1.3737 0.1749 2.9377 -0.8 -1.5 1.3
H 0.8927 0.4463 1.2759 -1.9 0.9 -0.7
H -0.3236 1.7306 1.5718 -0.4 -0.8 0.1
H -1.4990 -0.8515 0.0751 0.4 0.7 0.8
H -1.7912 0.8269 -0.1974 0.2 0.2 -0.1
H 0.6513 -0.9514 -0.9285 -0.6 2.3 0.0
H 1.5093 1.1677 -1.8882 -1.4 1.1 0.6
H 0.1731 2.1085 -1.4919 -0.7 0.5 -0.7
H -1.3430 -0.9565 -2.6717 0.6 0.6 0.7
O -1.3202 -2.8422 -0.7210 -2.5 -1.1 0.7
H -0.4616 -2.9031 -0.3822 2.5 0.0 0.4
H -1.7833 -3.3450 -0.0023 0.0 0.6 -1.1
O 2.9861 1.4892 0.5470 3.4 -5.9 0.2
H 2.5935 1.0428 -0.2175 0.2 -0.2 0.5
H 2.5672 2.2441 0.4603 -3.2 6.2 -0.2

| no. | E_LUMO (eV) | orbital gap (hartree) |
| --- | --- | --- |
| 1 | 0.77 | 0.3235 |
| 2 | 0.99 | 0.3700 |
| 3 | 0.70 | 0.3262 |
| 4 | 0.47 | 0.3245 |
| 5 | 0.66 | 0.3594 |
| 6 | 0.84 | 0.3701 |
| 7 | 0.48 | 0.2981 |
| 8 | 0.59 | 0.2956 |
| 9 | 0.66 | 0.3585 |
| 10 | 0.31 | 0.3758 |